{"formula": "H16O8", "method": "the ωB97M-V functional and the def2-TZVPD basis", "homo_energy_ev": -9.4, "energy_ha": -611.40719, "de_lowest_kcal_mol": 110.1, "symbols": ["H", "H", "H", "H", "H", "H", "H", "H", "H", "H", "H", "H", "H", "H", "H", "H", "O", "O", "O", "O", "O", "O", "O", "O"], "xyz": [[0.270892, -1.073935, -1.534541], [0.632981, 0.363146, -1.197301], [-1.316796, 1.750742, 2.301183], [-2.139829, 0.969283, 3.312114], [-0.339213, 1.076379, -3.775049], [-1.110833, 0.223592, -2.781369], [-0.105841, 5.186686, 0.235559], [0.189410, 4.102248, -0.787603], [-2.766381, -3.437232, -3.763055], [-3.589624, -3.308559, -2.491932], [0.627167, -4.121417, 1.474746], [0.741685, -2.814398, 0.707526], [3.944222, 1.221345, 0.785013], [4.996222, 2.295396, 1.008065], [0.017821, -0.655125, 3.094570], [0.736442, -1.124550, 4.348869], [-0.091135, -0.180697, -1.527271], [-2.104431, 1.815948, 2.852881], [-0.409353, 0.175154, -3.440588], [-0.487597, 4.399773, -0.169435], [-3.668867, -3.302844, -3.452493], [1.119054, -3.699667, 0.761189], [4.644516, 1.484618, 1.392685], [0.899271, -0.773986, 3.465930]], "forces_ev_per_a": [[-0.020, 0.040, -0.081], [-0.111, -0.044, 0.011], [-0.058, 0.180, -0.036], [-0.101, 0.145, 0.025], [-0.141, -0.108, -0.466], [0.212, 0.090, -0.688], [-0.098, -0.048, 0.016], [-0.105, 0.038, 0.025], [-0.087, 0.041, -0.050], [-0.068, 0.007, -0.096], [0.104, 0.005, -0.056], [0.107, -0.048, 0.083], [0.071, -0.053, 0.125], [0.027, -0.071, 0.084], [0.106, 0.001, 0.021], [0.109, 0.034, -0.035], [1.313, -1.423, 6.107], [0.135, -0.269, 0.012], [-1.242, 1.393, -4.874], [0.217, -0.010, -0.039], [0.156, -0.038, 0.142], [-0.203, 0.065, -0.009], [-0.074, 0.127, -0.196], [-0.250, -0.053, -0.028]], "nbo_charge": [0.4766, 0.4725, 0.4698, 0.4580, 0.4534, 0.4837, 0.4708, 0.4632, 0.4695, 0.4652, 0.4691, 0.4642, 0.4639, 0.4657, 0.4575, 0.4722, -0.9400, -0.9272, -0.9457, -0.9339, -0.9346, -0.9337, -0.9296, -0.9305]}

{"formula": "C22H45Cs2NNaO9S", "method": "the ωB97M-V functional and the def2-TZVPD basis", "homo_energy_ev": -5.7, "energy_ha": -2197.02014, "charge": 1, "symbols": ["C", "C", "C", "C", "C", "C", "O", "S", "O", "O", "O", "C", "C", "C", "O", "C", "C", "O", "H", "H", "H", "H", "H", "H", "H", "H", "H", "H", "H", "H", "H", "H", "H", "H", "H", "H", "H", "H", "C", "C", "C", "N", "C", "C", "C", "C", "C", "H", "H", "H", "H", "H", "H", "H", "H", "H", "H", "H", "H", "H", "H", "H", "H", "H", "H", "C", "O", "H", "H", "H", "O", "C", "C", "O", "H", "H", "H", "H", "Cs", "Cs", "Na"], "xyz": [[-4.658929, 4.326760, -0.044694], [-3.056430, 4.122836, -0.413557], [-2.799986, 3.495573, -1.919110], [-1.252994, 2.989425, -2.179991], [-0.110301, 4.088948, -1.702923], [0.632555, 3.718158, -0.289628], [2.034983, 4.172156, -0.570452], [2.402625, 5.580172, 0.338767], [2.947059, 6.836503, -0.390613], [3.552587, 5.212489, 1.307580], [0.816797, 5.813028, 0.947966], [0.186960, 4.459643, 1.102925], [0.842607, 3.968731, 2.523080], [-0.088273, 2.949127, 3.406294], [-1.216356, 2.343909, 2.681858], [-0.894254, 0.912104, 2.556484], [-0.514164, 0.360877, 1.039125], [-0.850906, 0.015942, 3.545530], [-5.366614, 3.641575, -0.710119], [-4.808052, 3.975537, 1.062963], [-5.021090, 5.448950, -0.153023], [-2.564636, 3.485963, 0.450312], [-2.585658, 5.209337, -0.428539], [-3.026112, 4.363771, -2.703979], [-3.577180, 2.629143, -2.175842], [-1.140515, 2.896372, -3.363083], [-1.047552, 1.896121, -1.766753], [-0.598753, 5.163549, -1.735701], [0.734647, 4.052322, -2.543904], [0.802876, 2.601544, 0.018459], [-0.939485, 4.691600, 1.319410], [1.897218, 3.441361, 2.367245], [1.054861, 4.927228, 3.202113], [-0.540630, 3.557352, 4.326867], [0.644922, 2.152978, 3.895926], [-0.969408, 1.164927, 0.291744], [0.669693, 0.480265, 0.942681], [-0.873691, -0.732418, 0.827304], [-1.230203, -7.124085, -1.742379], [-0.036139, -6.193587, -1.936375], [-0.243662, -4.845959, -1.239901], [-0.570428, -3.674741, -2.195112], [0.677317, -3.260488, -2.964005], [-1.729049, -3.962903, -3.160598], [-2.960301, -3.649829, -2.343833], [-2.576375, -2.358559, -1.653934], [-1.089178, -2.479849, -1.343703], [-2.159744, -6.683350, -2.110924], [-1.067566, -8.065236, -2.277582], [-1.366336, -7.361813, -0.681483], [0.188083, -6.092367, -3.002270], [0.834203, -6.686834, -1.486692], [0.672967, -4.554234, -0.712822], [-1.050343, -4.906018, -0.500454], [0.996581, -4.093970, -3.594216], [1.455588, -2.998577, -2.241612], [0.433523, -2.392291, -3.585196], [-1.636786, -3.266651, -4.003292], [-1.677901, -4.983727, -3.539600], [-3.157033, -4.437483, -1.608879], [-3.851753, -3.537766, -2.967629], [-3.170278, -2.180119, -0.753133], [-2.741761, -1.509301, -2.328189], [-0.897470, -2.690277, -0.287273], [-0.545675, -1.574052, -1.632961], [0.748053, -2.988975, 4.100642], [1.581912, -3.054241, 3.073599], [0.250189, -3.924423, 4.407921], [1.160699, -2.650624, 5.066231], [-0.121754, -2.317162, 4.003717], [5.401472, -1.202714, 4.061903], [4.564255, -1.333325, 3.023692], [5.401253, -1.697798, 1.708263], [4.565602, -1.808991, 0.666281], [3.956777, -0.450590, 2.755778], [3.784689, -2.111471, 3.103313], [5.993149, -2.591949, 1.973379], [6.192973, -0.931082, 1.636904], [3.531917, 8.866763, -1.242268], [6.808610, 0.473796, 3.477704], [3.961500, 2.872999, -0.985735]], "forces_ev_per_a": [[-0.155, -0.418, 0.057], [-0.450, 0.533, -0.351], [-0.135, 0.274, -0.076], [-0.339, 0.130, -0.985], [-0.454, -1.047, -0.727], [-0.576, -0.451, 0.445], [-0.137, 0.986, 1.265], [4.477, 0.953, 2.241], [-3.362, -5.532, 2.031], [-4.248, 0.426, -2.661], [1.420, -0.289, -1.053], [0.558, 0.780, 1.280], [0.423, -0.931, 0.310], [1.006, 1.205, 2.161], [2.498, -2.922, 0.175], [0.238, -5.514, 3.259], [0.073, 2.119, 0.292], [-0.560, 6.777, -6.037], [1.617, 1.478, 1.327], [0.151, 0.852, -2.102], [0.857, -2.429, 0.203], [-0.880, 1.150, -1.927], [-0.729, -2.300, 0.249], [0.488, -1.839, 1.681], [1.768, 1.771, 0.723], [-0.225, 0.146, 2.535], [-0.397, 2.425, -0.592], [1.167, -2.140, 0.416], [-1.772, 0.154, 2.093], [-0.843, 1.952, -1.197], [2.142, -0.664, -1.098], [-2.251, 1.202, 0.077], [-0.584, -2.059, -1.760], [0.823, -1.330, -2.137], [-1.863, 1.450, -1.164], [0.744, -1.938, 1.393], [-2.490, -0.649, 0.330], [0.811, 2.330, 0.814], [-0.036, -0.249, -0.090], [-0.133, -0.284, 0.264], [0.337, 0.192, -0.358], [0.130, 0.493, -0.024], [-0.434, -0.237, 0.388], [0.300, -0.119, 0.241], [-0.282, -0.258, -0.053], [-0.324, 0.587, 0.162], [0.260, -0.192, -0.078], [-0.006, -0.048, 0.008], [-0.087, 0.133, 0.118], [0.007, 0.065, -0.179], [0.050, 0.146, 0.094], [-0.061, 0.273, -0.137], [-0.316, 0.227, -0.058], [0.125, 0.091, -0.249], [-0.036, 0.152, 0.152], [-0.120, -0.097, -0.126], [-0.009, -0.238, 0.163], [0.101, -0.120, 0.232], [0.181, 0.121, 0.115], [0.017, 0.030, -0.154], [0.173, -0.098, 0.078], [0.164, 0.008, -0.110], [-0.017, -0.159, 0.107], [0.192, -0.096, -0.293], [0.059, -0.363, 0.082], [-1.196, 0.439, 0.941], [0.694, -0.031, -1.035], [0.155, -0.786, -0.091], [0.634, 0.085, 0.282], [-0.154, 0.359, -0.398], [-1.819, -1.679, 0.744], [-0.545, -0.483, 1.064], [-1.051, -1.162, -1.916], [1.253, 0.487, 0.567], [0.202, 0.718, -0.098], [0.171, -0.444, -0.025], [-0.474, -0.405, 0.139], [-0.239, 0.437, -0.747], [1.066, 3.425, -1.403], [2.091, 2.664, 0.035], [0.162, -0.221, 0.161]], "lowdin_charge": [-0.1352, -0.2563, -0.2176, -0.2011, -0.1123, -0.2113, -0.3910, 0.8315, -0.9151, -0.3340, -0.2611, -0.2078, -0.0964, -0.1668, -0.1119, -0.2823, 0.0071, 0.0212, 0.0819, 0.0758, 0.0838, 0.0952, 0.1050, 0.1248, 0.1167, 0.1164, 0.0968, 0.1361, 0.1281, 0.1374, 0.1617, 0.1309, 0.1515, 0.1501, 0.1545, 0.0591, 0.1143, 0.0827, -0.0970, -0.2257, -0.0918, -0.2323, 0.0294, -0.0957, -0.1568, -0.1549, -0.0891, 0.0620, 0.0844, 0.0900, 0.1027, 0.1254, 0.1458, 0.1364, 0.1038, 0.1202, 0.1061, 0.1397, 0.1227, 0.1191, 0.1317, 0.1279, 0.1209, 0.1255, 0.1227, -0.4414, -0.2877, 0.0469, 0.0601, 0.0191, -0.6934, -0.4663, -0.4804, -0.2002, 0.0851, 0.0979, 0.1101, -0.0399, 1.2263, 1.2400, 0.4884]}